# 1
{"formula": "H4O2", "method": "ωB97M-V/def2-TZVPD", "symbols": ["O", "H", "H", "H", "O", "H"], "positions_angstrom": [[-3.698220, -3.111494, -3.627563], [-2.747021, -3.069194, -3.491376], [-3.881467, -2.147618, -3.613587], [2.919101, 2.277870, 3.787340], [3.473652, 3.031675, 3.885667], [3.933957, 3.018761, 3.059519]], "forces_ev_per_angstrom": [[0.2, 1.4, 0.1], [0.2, -0.5, 0.0], [-0.4, -0.8, -0.1], [-0.9, -1.0, 0.3], [0.2, 0.6, 0.5], [0.7, 0.3, -0.8]], "de_lowest_ev": 0.285, "total_charge": 0, "smiles": "O.O", "e_homo_ev": -11.7, "orbital_gap_ev": 12.69}

# 2
{"formula": "C23H27KN5OSi", "method": "ωB97M-V/def2-TZVPD", "symbols": ["H", "H", "C", "H", "C", "H", "C", "H", "H", "C", "H", "H", "C", "C", "H", "N", "H", "K", "H", "H", "C", "C", "C", "H", "N", "H", "H", "H", "H", "C", "C", "H", "C", "H", "H", "C", "C", "H", "Si", "H", "C", "C", "O", "H", "N", "N", "H", "C", "H", "C", "C", "C", "N", "C", "C", "H", "H", "C"], "positions_angstrom": [[-3.305044, -3.771610, 1.074432], [5.524256, 1.897816, -0.211851], [4.869090, 1.602721, -1.102098], [3.522515, -3.889666, 3.886698], [-0.118710, 3.601141, -2.995187], [-6.692608, -0.212311, -2.283730], [0.663830, 4.692471, -3.215739], [2.436422, 5.579153, -2.729873], [2.800224, -0.800652, 1.254577], [3.466466, -0.557727, 0.461131], [2.121515, 2.224730, 1.427269], [-5.753272, -1.704065, -0.493923], [-1.400318, 3.437988, -3.800097], [-5.166759, -0.939012, -0.913452], [-4.450325, -3.477177, -0.212503], [1.874239, 1.305731, -1.194633], [4.752319, 2.446771, -1.759811], [-0.460299, 0.665231, 0.209148], [2.114805, -2.076434, 2.757871], [3.472620, 3.402176, 0.975037], [-0.368395, -2.040130, 2.179754], [-3.963672, -3.032781, 0.670817], [1.803470, -4.952468, 4.499124], [-0.108703, -5.972564, 4.819983], [-2.064084, -1.483961, 0.887869], [-2.290445, 3.604034, -3.130830], [-1.406708, 2.443959, -4.178858], [-2.948598, 1.813683, -2.258847], [-1.564684, 4.145777, -4.650108], [1.664665, -2.944632, 3.258873], [-5.713327, -0.093879, -1.872423], [3.721999, 1.991847, 2.047983], [2.330539, 3.567406, -1.876729], [3.285195, -1.355394, -0.208607], [0.382267, 5.489547, -3.916958], [-3.252801, -1.739613, 0.403066], [0.425906, -5.111070, 4.375522], [2.279364, -5.749290, 5.052419], [3.260272, 1.132958, -0.295500], [5.475634, 0.853045, -1.581098], [1.474972, 2.426929, -1.791971], [-4.896429, 0.898544, -2.381168], [0.288125, -0.999939, 1.988007], [3.268389, 3.706673, -1.384924], [0.217266, 2.508236, -2.294574], [-3.062217, 0.199697, -1.037324], [4.423490, -0.780026, 0.915951], [0.288424, -3.085978, 3.121855], [-4.705359, -3.003504, 1.458920], [1.903611, 4.660733, -2.560682], [-3.848595, -0.785354, -0.511712], [-0.332823, -4.196919, 3.700076], [-1.576183, -2.379840, 1.741220], [-3.636872, 1.022000, -1.881673], [2.432873, -3.920033, 3.869937], [-1.414949, -4.268737, 3.615060], [-5.256599, 1.679663, -3.103749], [3.214021, 2.324104, 1.178033]], "forces_ev_per_angstrom": [[0.9, -0.3, 0.0], [-0.7, 0.0, -1.1], [1.5, 0.1, 1.4], [-0.2, 0.3, 0.0], [-1.0, -0.9, -1.5], [-0.6, -0.2, 0.1], [0.3, 0.2, 0.1], [1.0, 0.1, 0.5], [-1.0, 0.3, 0.7], [0.3, 0.0, 0.3], [0.7, 0.6, 0.1], [-0.6, -0.8, 0.4], [-1.1, 1.5, 0.8], [-0.3, 0.8, -0.7], [0.2, 0.4, 0.1], [-1.0, -0.2, -0.4], [0.2, 0.3, -0.2], [0.1, 0.2, -0.5], [-0.1, -0.5, 0.4], [-0.4, -1.1, 0.2], [0.7, -0.2, 1.6], [-0.5, -0.5, -0.1], [-1.0, -1.6, 0.2], [0.6, 0.5, -0.1], [-1.6, 0.4, -0.7], [0.7, -0.4, -0.6], [-0.3, -0.9, -0.3], [-0.7, -0.6, 0.3], [0.6, -0.4, 0.7], [0.2, 0.5, -0.9], [0.9, 0.0, -0.1], [0.8, -0.3, 0.8], [-0.4, 1.5, -0.4], [-0.1, -0.8, -1.2], [0.1, -0.4, 0.5], [1.2, -0.6, 0.7], [-0.6, -0.7, 0.8], [0.6, 0.1, -0.1], [0.9, 0.3, 0.8], [-0.1, -0.5, -0.5], [0.6, -0.6, 0.9], [-1.7, 1.3, -0.9], [-0.2, -0.1, -0.2], [0.3, -0.6, 0.3], [0.0, 0.3, -0.1], [-0.6, -0.9, 1.2], [0.7, 0.4, -0.1], [0.1, 0.4, -0.7], [-0.6, 0.5, 0.2], [-0.7, 0.8, -1.0], [0.8, 0.6, -0.8], [-0.6, 1.1, -0.7], [0.1, -0.8, 0.2], [2.2, 1.1, -0.7], [0.8, 0.5, 0.4], [0.2, -0.2, -0.1], [0.3, -1.1, 0.7], [-1.6, 0.8, -0.6]], "de_lowest_ev": 0.332, "total_charge": -1, "e_homo_ev": -4.1, "orbital_gap_ev": 6.51}

# 3
{"formula": "C15H26CaCl2F5O6", "method": "ωB97M-V/def2-TZVPD", "symbols": ["H", "C", "H", "H", "C", "C", "C", "H", "C", "O", "C", "H", "O", "H", "H", "F", "H", "C", "F", "Cl", "C", "C", "C", "F", "H", "C", "H", "O", "H", "H", "H", "C", "O", "H", "Ca", "O", "Cl", "H", "O", "C", "F", "H", "H", "H", "H", "H", "C", "H", "H", "C", "H", "H", "H", "F", "H"], "positions_angstrom": [[10.841084, 5.733614, 10.200200], [8.532093, 10.651636, 8.841731], [11.410219, 8.203320, 9.759821], [8.634545, 11.734373, 8.999360], [9.753461, 9.909903, 9.425736], [7.010571, 8.824931, 5.258193], [6.216899, 11.013395, 9.664462], [5.999845, 9.234156, 5.473347], [7.679710, 4.389733, 11.359836], [9.332891, 8.567277, 9.734039], [5.082836, 6.981758, 9.594640], [8.341208, 4.005297, 12.216542], [5.898779, 9.928450, 11.770479], [6.399834, 11.970898, 9.158156], [4.743953, 11.392136, 11.084424], [3.690618, 5.374761, 8.358584], [5.990162, 6.682702, 14.775861], [5.855052, 11.136487, 11.147144], [4.382608, 6.794934, 10.842460], [7.716947, 8.001962, 6.766047], [10.479410, 7.844901, 10.175685], [5.183074, 9.883736, 12.934115], [8.534880, 4.743979, 10.102536], [5.264288, 4.647244, 9.597399], [5.457524, 8.774747, 14.761009], [6.609556, 6.640105, 13.851772], [4.170845, 9.442223, 12.806355], [7.392753, 10.110018, 9.512028], [10.343889, 6.360428, 8.609997], [7.988222, 4.435538, 9.244613], [5.430052, 10.505695, 9.113338], [10.178109, 6.453106, 9.698159], [6.963639, 5.602866, 11.748260], [6.940277, 3.598791, 11.141062], [7.162413, 7.823584, 10.813943], [8.773118, 6.174540, 9.932209], [7.895185, 10.308559, 4.663340], [5.103472, 10.822929, 13.482384], [6.469109, 7.940538, 13.138756], [6.055998, 9.058597, 13.863020], [4.303434, 7.867384, 8.867456], [5.179547, 5.434751, 12.756595], [10.538001, 7.878570, 11.261709], [7.660983, 6.606042, 14.175110], [9.439052, 4.119459, 10.033261], [8.331103, 10.441657, 7.754011], [4.835464, 5.688409, 8.809177], [6.525165, 4.538245, 13.506807], [6.389913, 11.941865, 11.551054], [6.237245, 5.505359, 12.990520], [6.892642, 9.659729, 14.147625], [6.951054, 8.024785, 4.508337], [10.138574, 10.488601, 10.317552], [5.719018, 5.720095, 7.778103], [10.600331, 9.870865, 8.776354]], "forces_ev_per_angstrom": [[-0.4, 0.0, 0.0], [-0.3, -0.7, -1.0], [0.2, 0.2, -0.2], [-0.1, -0.3, 0.0], [-1.2, 1.1, 0.8], [-0.4, 0.3, 0.5], [1.1, -1.4, -0.5], [0.8, -0.7, 0.2], [0.7, 0.5, 0.8], [1.3, 1.6, 0.2], [-0.3, -0.2, 0.1], [-0.9, 0.8, -1.0], [1.6, -0.9, -0.9], [0.1, -0.1, 0.5], [1.2, 0.5, 0.2], [-2.4, -0.2, -0.8], [0.2, -0.1, -0.7], [-3.2, 1.0, -3.5], [-0.1, 0.2, -0.3], [-0.5, 1.0, -1.3], [-1.1, -1.1, 0.0], [-0.7, -1.0, 2.5], [-0.7, -0.2, 0.1], [-0.1, -0.2, 0.0], [0.5, 0.1, -0.5], [0.2, 2.2, 1.3], [0.6, 0.2, -0.2], [-1.0, 1.2, 1.1], [0.0, 0.2, 0.4], [-0.8, 0.0, -0.8], [-0.2, -0.1, 0.1], [0.2, -0.6, -0.6], [0.8, -0.7, 0.4], [0.4, 0.4, -0.1], [-0.5, 0.3, -0.9], [1.1, -1.3, 1.2], [-0.2, -1.3, 0.5], [-0.2, 0.5, -0.6], [0.4, -2.6, -0.1], [-1.8, -0.3, 0.7], [-0.2, 0.8, 0.1], [-0.2, 0.3, 0.0], [0.1, 0.1, 0.3], [-0.2, -0.2, -0.1], [0.0, 0.6, 0.5], [0.8, 0.3, 0.9], [3.7, 0.1, 1.5], [-0.3, 1.1, -0.4], [1.0, 0.9, 1.4], [0.4, -1.9, -0.6], [0.8, 0.3, 0.4], [0.3, 0.6, 0.1], [-0.6, -0.9, -0.3], [-0.2, -0.1, -0.5], [0.3, 0.0, -0.9]], "de_lowest_ev": 0.000, "total_charge": 1, "e_homo_ev": -10.7, "orbital_gap_ev": 8.21}

# 4
{"formula": "C16H31N7S2Tl", "method": "ωB97M-V/def2-TZVPD", "symbols": ["H", "C", "H", "N", "H", "H", "C", "H", "H", "C", "C", "C", "H", "N", "H", "C", "H", "H", "H", "H", "H", "H", "C", "H", "H", "Tl", "H", "H", "H", "C", "H", "H", "N", "H", "S", "H", "C", "N", "C", "C", "H", "H", "S", "N", "H", "H", "C", "C", "C", "H", "N", "H", "H", "C", "C", "H", "N"], "positions_angstrom": [[0.908287, -0.202533, 2.750988], [-1.386166, 0.722308, 3.893568], [4.032848, -3.245102, -4.672953], [-0.842459, 0.434640, -2.331920], [4.511122, -1.119928, -3.463284], [-3.982303, -0.152533, -2.792149], [-3.269324, -2.155843, -2.454069], [1.570545, -0.792670, 4.267646], [0.617010, 4.819730, 0.694631], [1.683660, 5.022010, 0.655253], [0.892579, -0.057723, 3.835372], [3.344566, -2.867038, -3.932311], [0.357303, 2.244748, 2.572631], [-3.092869, -2.634415, -0.060832], [-2.293918, -2.651426, -2.513758], [2.998218, 0.005244, -1.575123], [-2.453002, -3.422935, -0.111096], [2.367047, 1.549535, 3.679683], [-1.144893, 1.326485, -1.949942], [0.777606, 3.287302, 3.796910], [-3.604330, -2.739499, 0.809376], [-2.183671, 0.600240, -3.985785], [-4.000789, -2.654915, -1.210262], [2.000573, 5.174285, -0.373312], [-4.446244, -3.639656, -1.396174], [-0.147619, -0.884691, -0.118664], [-2.358728, 0.544259, 4.352777], [-2.960071, -0.328302, -1.388112], [-4.827609, -1.975886, -0.984796], [1.409882, 1.341520, 4.156050], [3.749165, 0.672390, -1.994830], [-3.816328, -2.459669, -3.349060], [1.578446, -1.890022, -2.024588], [1.908802, 5.915622, 1.233432], [2.624956, 3.672340, 1.402412], [-1.587648, 2.898571, 3.810881], [1.969507, 2.250572, 0.533980], [2.427658, 0.285159, -0.469160], [1.329112, -3.020711, -2.673308], [3.613426, -1.685245, -3.260956], [0.405537, -3.525754, -2.414882], [1.500630, 1.499970, 5.232918], [0.241547, 2.024284, 0.483356], [0.429030, 2.339765, 3.643299], [-0.472598, -0.433718, 5.317950], [-0.843028, 2.291685, 5.306339], [2.179220, -3.552334, -3.632901], [-1.867406, -0.128765, -3.231914], [2.707839, -1.235078, -2.308035], [1.922314, -4.476093, -4.130081], [-0.454841, -0.304087, 4.313133], [-1.517988, 0.638678, 2.808714], [-1.396341, -0.950856, -3.775623], [-0.926697, 2.141220, 4.227735], [-3.073490, -0.637124, -2.430125], [0.006207, 0.641109, -2.851675], [2.885719, 1.480881, 0.082648]], "forces_ev_per_angstrom": [[0.0, 0.0, 0.0], [-0.1, 0.1, -0.1], [0.0, 0.0, -0.1], [0.1, 0.0, -0.1], [0.1, 0.0, 0.0], [0.0, 0.0, 0.0], [0.0, 0.0, 0.0], [0.0, 0.0, 0.0], [0.0, 0.0, 0.0], [-0.1, 0.0, 0.0], [0.1, 0.0, 0.0], [-0.1, 0.0, 0.1], [0.0, 0.0, 0.4], [0.0, -0.1, 0.1], [0.0, 0.0, 0.1], [0.0, 0.1, 0.4], [-0.1, 0.1, 0.0], [0.0, 0.0, 0.0], [0.0, 0.0, 0.0], [0.0, -0.1, 0.0], [0.0, 0.0, -0.1], [0.0, 0.0, 0.1], [-0.1, 0.0, -0.1], [0.0, 0.0, 0.0], [0.1, 0.0, 0.0], [0.0, -0.1, 0.1], [0.0, 0.0, 0.0], [0.1, 0.0, 0.0], [0.0, 0.0, -0.1], [0.0, 0.0, 0.0], [0.1, 0.0, 0.1], [0.0, 0.0, 0.0], [0.0, 0.0, 0.0], [0.0, 0.0, 0.0], [0.0, 0.0, 0.0], [0.0, 0.0, 0.0], [-0.1, 0.1, 0.2], [0.1, 0.2, -0.4], [0.0, 0.0, 0.0], [-0.1, 0.0, 0.0], [0.0, 0.0, 0.0], [0.0, 0.0, 0.0], [0.0, 0.2, 0.1], [0.0, 0.1, -0.5], [0.0, 0.0, 0.0], [0.0, 0.0, 0.0], [0.0, 0.0, 0.0], [0.0, 0.0, 0.0], [0.0, 0.0, -0.1], [0.0, 0.0, 0.0], [0.0, 0.0, 0.2], [0.0, 0.0, 0.0], [0.0, 0.0, 0.0], [0.0, -0.1, 0.1], [0.0, 0.0, -0.1], [0.0, 0.0, 0.0], [-0.1, -0.3, -0.2]], "de_lowest_ev": 0.109, "total_charge": 1, "e_homo_ev": -10.4, "orbital_gap_ev": 7.76}